[1]
{
  "formula": "C35H37F35O7",
  "method": "ωB97M-V/def2-TZVPD",
  "species": ["C", "C", "C", "C", "C", "C", "C", "C", "C", "C", "C", "C", "C", "F", "F", "F", "C", "O", "O", "C", "O", "H", "H", "H", "H", "H", "H", "H", "H", "H", "H", "H", "H", "H", "H", "H", "H", "H", "H", "H", "H", "H", "C", "C", "C", "F", "F", "F", "F", "O", "C", "C", "F", "F", "F", "F", "H", "H", "H", "H", "C", "C", "C", "F", "F", "F", "F", "O", "C", "C", "F", "F", "F", "F", "H", "H", "H", "H", "C", "C", "C", "F", "F", "F", "F", "O", "C", "C", "F", "F", "F", "F", "H", "H", "H", "H", "C", "C", "C", "F", "F", "F", "F", "O", "C", "C", "F", "F", "F", "F", "H", "H", "H", "H"],
  "xyz": [[5.60040, -3.50354, 3.83396], [4.30963, -2.73429, 3.48617], [4.36557, -2.19929, 2.05013], [3.72437, -0.82316, 1.79427], [3.97367, 0.26247, 2.85783], [2.79177, 0.32372, 3.84800], [1.52885, 0.97879, 3.24791], [0.35305, -0.00346, 3.09175], [-0.30895, -0.34643, 4.43678], [-1.81770, -0.07999, 4.47359], [-2.58073, -0.61570, 3.30870], [-2.66002, -1.83404, 2.75966], [-1.98616, -3.10434, 3.20881], [-2.52509, -4.18165, 2.61614], [-0.66591, -3.11002, 2.93282], [-2.12330, -3.25722, 4.54489], [-3.57128, -1.76732, 1.58387], [-3.94815, -2.59608, 0.83663], [-3.98517, -0.43896, 1.46594], [-3.48820, 0.26365, 2.51309], [-3.77846, 1.39919, 2.74252], [5.96127, -4.05600, 2.96463], [6.39602, -2.81675, 4.12796], [5.45339, -4.21723, 4.64418], [3.48942, -3.44090, 3.61505], [4.21233, -1.93782, 4.21905], [5.38563, -2.20852, 1.66430], [3.81814, -2.90646, 1.41992], [2.65324, -0.92300, 1.62301], [4.13352, -0.46985, 0.84288], [4.90294, 0.10000, 3.40421], [4.03505, 1.23680, 2.37243], [3.11425, 0.93766, 4.69505], [2.56245, -0.66311, 4.24823], [1.18573, 1.77657, 3.90960], [1.76926, 1.40618, 2.27390], [0.74031, -0.90979, 2.62823], [-0.35329, 0.42915, 2.37767], [-0.08688, -1.36992, 4.73696], [0.14935, 0.28518, 5.20019], [-2.27749, -0.42730, 5.40095], [-1.95996, 1.00347, 4.45935], [-9.51604, 2.31701, 1.97122], [-9.81090, 0.85908, 1.58369], [-10.47102, -0.04318, 2.62982], [-9.67083, -0.21798, 3.69979], [-10.69628, -1.25614, 2.07516], [-8.69401, 0.27066, 1.11181], [-10.71127, 0.92340, 0.55955], [-8.18266, 2.63164, 2.34284], [-7.75616, 2.54084, 3.64201], [-6.58954, 1.56270, 3.76820], [-6.97552, 0.31951, 3.40584], [-6.19481, 1.51149, 5.06495], [-8.75295, 2.25525, 4.49739], [-7.28098, 3.76359, 3.99014], [-9.67001, 2.87889, 1.05324], [-10.24013, 2.70031, 2.69012], [-11.42722, 0.37600, 2.95485], [-5.74333, 1.86359, 3.14450], [9.26337, -0.37891, -2.73858], [8.90804, -1.84600, -3.03060], [7.42760, -2.22657, -3.07985], [6.83234, -2.05014, -1.88288], [7.31780, -3.53778, -3.39851], [9.56265, -2.65789, -2.17385], [9.38113, -2.10400, -4.28475], [9.65155, -0.06005, -1.41497], [8.74483, 0.32915, -0.46693], [8.75346, -0.62601, 0.72925], [8.41155, -1.87031, 0.34186], [7.84316, -0.19985, 1.63316], [7.50694, 0.48026, -0.96744], [9.13520, 1.53697, -0.00005], [10.16100, -0.19440, -3.32651], [8.50188, 0.30323, -3.11666], [6.89494, -1.64312, -3.83592], [9.74254, -0.65700, 1.18975], [-7.94248, 7.00331, -0.16812], [-8.22922, 5.52530, -0.47797], [-7.17504, 4.49194, -0.07800], [-6.02573, 4.68029, -0.75550], [-7.64020, 3.26007, -0.39198], [-8.54889, 5.38068, -1.77967], [-9.33969, 5.19911, 0.25487], [-7.48060, 7.80930, -1.23472], [-6.14792, 7.97161, -1.50424], [-5.81095, 7.50139, -2.92241], [-6.08094, 6.18936, -3.05659], [-4.49142, 7.69306, -3.14247], [-5.36085, 7.38586, -0.58706], [-5.88648, 9.29822, -1.46472], [-8.91746, 7.42430, 0.07296], [-7.32895, 7.11578, 0.72598], [-6.97843, 4.53093, 0.99658], [-6.39053, 8.06757, -3.65386], [3.65743, -5.42751, -7.56030], [3.01447, -4.29511, -6.74197], [2.79586, -2.94573, -7.43120], [3.96888, -2.38176, -7.78057], [2.17534, -2.11341, -6.56410], [3.69281, -4.11518, -5.58954], [1.76278, -4.73311, -6.42061], [5.03640, -5.66972, -7.35533], [6.00617, -5.05551, -8.10007], [6.93975, -4.23543, -7.20774], [6.25603, -3.26317, -6.57085], [7.88926, -3.64776, -7.97068], [5.49785, -4.31412, -9.09975], [6.76050, -6.02367, -8.66550], [3.17638, -6.33293, -7.19394], [3.40794, -5.35276, -8.61890], [2.16741, -3.06029, -8.31842], [7.42127, -4.87584, -6.46636]],
  "charge": 0,
  "largest_force_ev_per_a": 1.05,
  "smiles": "CCCCCCCCCCC1=C(C(F)(F)F)C(=O)OC1=O.FC(F)C(F)(F)COC(F)(F)C(F)F.FC(F)C(F)(F)COC(F)(F)C(F)F.FC(F)C(F)(F)COC(F)(F)C(F)F.FC(F)C(F)(F)COC(F)(F)C(F)F",
  "total_energy_ha": -5377.9144,
  "e_homo_ev": -10.70,
  "lumo_ev": -1.419,
  "spin_multiplicity": 1,
  "de_lowest_kj_mol": 0.0,
  "gap_ha": 0.34114
}

=====

[2]
{
  "formula": "C4H8BBrO3",
  "method": "ωB97M-V/def2-TZVPD",
  "species": ["B", "C", "C", "C", "C", "O", "O", "O", "Br", "H", "H", "H", "H", "H", "H", "H", "H"],
  "xyz": [[1.17946, 3.19871, 1.43559], [-0.47756, -0.99963, -0.62187], [-0.27270, 0.31933, -0.64102], [0.59627, -1.97369, -1.07356], [-1.72538, -1.49928, -0.07707], [-1.21727, 1.22865, -0.32522], [2.22592, 2.83435, 2.17126], [0.07991, 3.41308, 1.00115], [1.38327, 0.93353, -1.20566], [1.28141, -1.47747, -1.80272], [0.27881, -2.89760, -1.45705], [1.15935, -2.21852, -0.12518], [-1.48060, -1.89954, 0.97443], [-2.12523, -2.35457, -0.54785], [-2.63368, -0.68977, 0.04422], [-1.00028, 1.98827, 0.14882], [2.74831, 2.09413, 2.10172]],
  "charge": 0,
  "largest_force_ev_per_a": 4.35,
  "smiles": "CC(C)=C(O)Br.O=BO",
  "total_energy_ha": -2981.8372,
  "e_homo_ev": -8.30,
  "lumo_ev": 0.020,
  "spin_multiplicity": 1,
  "de_lowest_kj_mol": 0.0,
  "gap_ha": 0.30579
}

=====

[3]
{
  "formula": "C5H9N6OS",
  "method": "ωB97M-V/def2-TZVPD",
  "species": ["C", "C", "C", "C", "C", "N", "N", "N", "N", "N", "N", "O", "S", "H", "H", "H", "H", "H", "H", "H", "H", "H"],
  "xyz": [[2.70323, -3.14588, 0.26232], [1.34778, -1.47250, 0.09540], [2.63687, -1.13920, -0.19778], [0.13597, -0.62406, 0.11632], [1.47318, 1.35922, 0.13544], [3.46542, -2.14612, -0.01759], [1.44356, -2.81299, 0.43280], [0.32055, 0.64269, 0.01182], [2.62081, 1.00017, -0.40500], [1.34528, 2.63422, 0.60107], [-3.25309, -0.27887, -0.15290], [-0.97506, -1.22811, 0.04049], [4.06000, 1.75840, -0.25964], [3.13058, -4.09563, 0.64784], [0.74141, -3.47691, 0.74170], [-3.25130, 0.23968, -0.95184], [2.04057, 2.82167, 1.36826], [0.39095, 2.94278, 0.85196], [-2.28333, -0.74407, -0.13584], [-3.92269, -1.03542, -0.22075], [-3.45174, 0.29084, 0.68352], [4.30414, 1.79498, -1.60895]],
  "charge": 1,
  "largest_force_ev_per_a": 4.92,
  "total_energy_ha": -997.5673,
  "e_homo_ev": [-12.26, -12.26],
  "lumo_ev": [-4.114, -4.113],
  "spin_multiplicity": 1,
  "de_lowest_kj_mol": 317.0,
  "gap_ha": [0.29939, 0.29946]
}

=====

[4]
{
  "formula": "C44H66F2N5O2",
  "method": "ωB97M-V/def2-TZVPD",
  "species": ["C", "C", "C", "C", "C", "C", "C", "C", "C", "C", "C", "C", "C", "C", "C", "N", "C", "F", "C", "C", "C", "C", "C", "C", "C", "F", "C", "O", "O", "H", "H", "H", "H", "H", "H", "H", "H", "H", "H", "H", "H", "H", "H", "H", "H", "H", "H", "H", "H", "H", "H", "H", "H", "H", "H", "H", "H", "H", "H", "H", "H", "H", "H", "H", "H", "H", "H", "H", "H", "H", "H", "H", "H", "H", "H", "N", "C", "C", "C", "C", "C", "H", "H", "H", "H", "H", "N", "C", "C", "C", "C", "C", "H", "H", "H", "H", "H", "N", "C", "C", "C", "C", "C", "H", "H", "H", "H", "H", "N", "C", "C", "C", "C", "C", "H", "H", "H", "H", "H"],
  "xyz": [[4.77972, -2.01554, 1.57323], [4.65898, -2.48824, 0.08002], [5.62239, -1.67197, -0.88987], [4.83574, -0.94226, -2.04313], [4.42535, 0.52565, -1.59999], [2.89215, 0.84223, -1.77355], [2.36536, 1.73151, -0.57166], [1.63398, 3.04067, -1.08181], [0.92676, 3.89873, 0.05640], [-0.61237, 4.13534, -0.26131], [-1.48021, 3.29176, 0.74304], [-2.69898, 2.57030, 0.06678], [-2.31895, 1.68363, -1.17348], [-1.11491, 0.71574, -0.94248], [-1.54217, -0.72751, -0.46612], [-2.65210, -1.29479, -1.24573], [-3.70094, -1.84531, -0.43876], [-3.25360, -2.65538, 0.65657], [-4.65220, -0.74832, 0.17015], [-5.62161, -0.14059, -0.90773], [-2.20071, -2.18307, -2.34104], [-3.27875, -2.03743, -3.50199], [-2.10520, -3.70540, -1.98213], [-1.58103, -4.60244, -3.16972], [-0.23225, -5.32403, -2.83601], [-2.54046, -5.67022, -3.36773], [-0.82050, -1.76770, -2.99544], [-0.74793, -1.00555, -3.97009], [0.23849, -2.28479, -2.48220], [5.84990, -2.03014, 1.89177], [4.38369, -0.97360, 1.67901], [4.15122, -2.67180, 2.22032], [3.59448, -2.36746, -0.23720], [4.89013, -3.57587, -0.01213], [6.18786, -0.96253, -0.23676], [6.35288, -2.39621, -1.31600], [5.56375, -0.83489, -2.88376], [3.95074, -1.53963, -2.35330], [4.97610, 1.23611, -2.26831], [4.75571, 0.63668, -0.53717], [2.74438, 1.34827, -2.76012], [2.32329, -0.12096, -1.82136], [1.73578, 1.10287, 0.10122], [3.26091, 2.03549, 0.02318], [2.42620, 3.69196, -1.53148], [0.94866, 2.77658, -1.92520], [1.44157, 4.89229, 0.11900], [1.03826, 3.44609, 1.07246], [-0.87372, 5.21936, -0.17336], [-0.78666, 3.85346, -1.32346], [-1.87173, 3.91938, 1.58586], [-0.85499, 2.50260, 1.21886], [-3.27884, 2.04116, 0.85951], [-3.38453, 3.37720, -0.31611], [-2.08208, 2.38355, -2.01434], [-3.25459, 1.15992, -1.49294], [-0.36370, 1.12208, -0.22035], [-0.56469, 0.65644, -1.91782], [-0.66582, -1.40625, -0.34919], [-1.93162, -0.57102, 0.57751], [-4.36062, -2.50736, -1.05183], [-5.25011, -1.25542, 0.96956], [-4.00111, -0.00454, 0.68043], [-5.35331, -0.58105, -1.89939], [-6.65097, -0.46337, -0.64837], [-5.56651, 0.96921, -0.98393], [-3.21758, -0.96005, -3.80505], [-4.32058, -2.19642, -3.14534], [-3.01490, -2.61856, -4.40899], [-1.41692, -3.90179, -1.12326], [-3.08104, -4.16727, -1.68517], [-1.53928, -4.06084, -4.13661], [0.64637, -4.71075, -3.12345], [-0.25880, -5.56623, -1.74948], [-0.24431, -6.31398, -3.36333], [4.40340, 4.41334, 1.00969], [5.61831, 4.77669, 0.58612], [6.54574, 5.44662, 1.36948], [6.19660, 5.76478, 2.67095], [4.94439, 5.40265, 3.13594], [4.09330, 4.73233, 2.27047], [5.84758, 4.50902, -0.44029], [7.51579, 5.71153, 0.96920], [6.89252, 6.28901, 3.31568], [4.63423, 5.63505, 4.14686], [3.10259, 4.42612, 2.59182], [-8.22182, 0.43765, -2.10237], [-8.27089, 1.12424, -3.24667], [-9.41729, 1.26540, -4.01397], [-10.58027, 0.65640, -3.57187], [-10.55328, -0.06309, -2.38819], [-9.35476, -0.13913, -1.69544], [-7.33488, 1.57991, -3.55325], [-9.39859, 1.83648, -4.93294], [-11.49733, 0.74144, -4.14307], [-11.44101, -0.55357, -2.01050], [-9.28479, -0.68870, -0.76139], [3.92231, 6.46017, 6.43579], [4.29203, 7.28183, 7.42224], [4.13575, 6.99083, 8.76810], [3.55923, 5.77930, 9.11401], [3.16602, 4.91126, 8.10886], [3.37040, 5.29684, 6.79342], [4.73513, 8.21908, 7.10250], [4.45660, 7.69455, 9.52485], [3.41827, 5.51464, 10.15523], [2.71191, 3.95670, 8.33914], [3.08216, 4.64882, 5.97198], [1.00568, -7.59166, -0.42889], [0.23271, -8.62950, -0.75557], [0.30037, -9.86790, -0.13457], [1.22579, -10.04144, 0.88155], [2.04034, -8.97827, 1.23658], [1.88898, -7.78067, 0.55405], [-0.47369, -8.44519, -1.55872], [-0.35427, -10.67385, -0.43964], [1.31123, -10.99417, 1.39137], [2.77560, -9.07481, 2.02490], [2.50095, -6.91844, 0.79817]],
  "charge": -1,
  "largest_force_ev_per_a": 2.99,
  "total_energy_ha": -2340.1476,
  "e_homo_ev": -4.40,
  "lumo_ev": 1.895,
  "spin_multiplicity": 1,
  "gap_ha": 0.23119
}